[1]
{"formula": "C4H11N4", "method": "ωB97M-V with the def2-TZVPD basis set", "total_energy_ev": -10277.578, "charge": 1, "smiles": "[H]/N=N/N(C)/C(C)=[NH+]\\C", "orbital_gap_ev": 9.54, "molar_mass_g_mol": 115.16, "homo_ev": -14.09, "de_lowest_kj_mol": 348.4, "elements": ["C", "C", "C", "C", "N", "N", "N", "N", "H", "H", "H", "H", "H", "H", "H", "H", "H", "H", "H"], "coordinates": [[-0.344552, 0.344596, -0.458947], [-1.308069, 1.441350, -0.800876], [-0.183409, 0.945362, 2.032124], [0.275640, -1.853617, -1.538747], [2.053270, -0.734534, 1.772976], [1.499992, -0.443178, 0.674362], [0.271266, 0.170677, 0.874913], [-0.084779, -0.461924, -1.535377], [-1.671586, 1.326556, -1.850370], [-0.915967, 2.472005, -0.657549], [-2.195106, 1.432121, -0.139289], [-0.059321, 2.051430, 2.096357], [-1.223527, 0.724902, 2.168722], [0.355683, 0.452595, 2.825070], [0.647495, -2.188840, -2.504131], [-0.571445, -2.537483, -1.341792], [1.004145, -1.897191, -0.703155], [2.968738, -1.102423, 1.549130], [-0.518470, -0.142405, -2.463420]], "atomic_forces_ev_per_a": [[1.321, -1.061, 0.088], [-0.437, 0.835, 0.332], [0.256, -0.306, 0.507], [0.874, -1.083, 1.405], [-1.342, 1.219, -1.917], [1.340, -0.589, 3.410], [-2.156, 1.065, -5.864], [-2.029, 2.144, 0.253], [0.323, 0.157, 0.974], [0.163, -0.729, -0.107], [0.348, -0.333, -0.212], [0.469, -0.845, -0.768], [-0.563, -0.128, 0.119], [0.057, 0.242, 0.635], [0.485, 0.446, 0.100], [0.059, 0.685, 0.191], [-0.266, -0.989, -1.112], [0.343, -0.386, -0.249], [0.755, -0.346, 2.214]], "lowdin_charge": [-0.14, 0.01, -0.02, -0.05, 0.14, -0.04, -0.10, 0.03, 0.10, 0.12, 0.11, 0.12, 0.09, 0.07, 0.10, 0.11, 0.07, 0.08, 0.19]}



[2]
{"formula": "C4H11N4", "method": "ωB97M-V with the def2-TZVPD basis set", "total_energy_ev": -10276.825, "charge": 1, "smiles": "[H]/N=C(\\[NH+]=N\\C)[C@H](C)N", "orbital_gap_ev": 7.86, "molar_mass_g_mol": 115.16, "homo_ev": -13.84, "de_lowest_kj_mol": 421.1, "elements": ["C", "C", "C", "C", "N", "N", "N", "N", "H", "H", "H", "H", "H", "H", "H", "H", "H", "H", "H"], "coordinates": [[0.045915, 0.621018, 0.493559], [-0.288207, -0.633268, 1.261587], [0.714867, -0.748365, 2.418717], [-0.264688, 1.210054, -3.060506], [0.358438, 1.690571, 1.058760], [0.029912, 0.504238, -0.957638], [-0.501023, -1.797052, 0.459147], [-0.228739, 1.465710, -1.709644], [-1.258028, -0.365001, 1.834728], [1.626004, -1.052476, 2.078226], [0.280785, -1.407471, 3.152975], [0.959812, 0.191432, 2.821420], [-0.136601, 2.128692, -3.604572], [0.157522, 0.246132, -3.286177], [-1.278588, 1.013732, -3.061857], [0.532753, 2.454355, 0.499852], [0.209730, -0.556871, -1.331801], [0.256298, -2.439632, 0.303156], [-1.216163, -2.525797, 0.630068]], "atomic_forces_ev_per_a": [[0.125, 0.560, 0.353], [-1.512, 0.496, 2.424], [-2.135, -0.164, -0.118], [0.672, -0.192, -0.219], [-0.722, -2.251, 1.425], [0.054, -1.539, -1.985], [-0.536, -1.664, -1.571], [1.253, -0.839, 3.424], [1.138, -0.426, -1.333], [2.523, -1.594, -1.022], [0.258, -0.236, 0.335], [-0.384, 1.275, 0.800], [0.575, -0.081, -0.574], [0.855, -0.042, -0.886], [-3.015, -0.315, -0.976], [0.538, 2.173, -1.753], [-0.657, 2.616, 0.905], [1.192, 0.515, 0.255], [-0.223, 1.708, 0.515]], "lowdin_charge": [-0.30, -0.38, -0.03, -0.02, 0.25, 0.11, 0.03, 0.10, 0.19, 0.05, 0.09, 0.06, 0.12, 0.11, 0.11, 0.05, 0.24, 0.08, 0.12]}



[3]
{"formula": "C4H11N4", "method": "ωB97M-V with the def2-TZVPD basis set", "total_energy_ev": -10276.415, "charge": 1, "smiles": "[H]/N=N/C(=[NH2+])[C@H](C)NC", "orbital_gap_ev": 7.65, "molar_mass_g_mol": 115.16, "homo_ev": -12.92, "de_lowest_kj_mol": 460.6, "elements": ["C", "C", "C", "C", "N", "N", "N", "N", "H", "H", "H", "H", "H", "H", "H", "H", "H", "H", "H"], "coordinates": [[1.100036, 0.351718, -0.547177], [-0.369201, 0.682126, 0.120822], [-0.352837, 1.290194, 1.554455], [-1.599404, -1.419900, -0.979241], [1.760507, -0.113077, 0.396148], [-0.979842, -0.596991, 0.093783], [1.315475, 0.482936, -1.883342], [2.180566, -0.077273, 1.580823], [-0.752826, 1.331090, -0.685845], [-0.892215, 0.611045, 2.145483], [-0.756468, 2.250810, 1.610212], [0.673080, 1.326019, 1.906180], [-0.818754, -2.105699, -1.416289], [-2.387614, -2.023380, -0.683152], [-1.728084, -0.726988, -1.777087], [0.443910, 0.645182, -2.403843], [2.243864, 0.112404, -2.144755], [2.016365, -1.010507, 2.113850], [-1.096559, -1.009710, 0.998975]], "atomic_forces_ev_per_a": [[-0.847, 1.384, -0.337], [-0.605, -0.884, -1.356], [1.511, -1.241, -2.233], [4.626, 1.364, -0.796], [2.246, -0.913, 3.277], [-1.390, -0.792, 1.036], [0.218, -0.667, 2.737], [-0.717, -1.079, -1.926], [-0.230, 0.143, 0.471], [-0.758, -0.646, 1.071], [-0.732, 1.449, -0.132], [0.072, 0.245, 0.314], [-0.598, 0.276, 0.519], [-1.800, -0.466, 0.698], [-1.227, 0.337, -0.837], [1.282, -0.280, -0.364], [-1.270, 0.467, -0.978], [0.187, 1.272, -1.407], [0.033, 0.032, 0.242]], "lowdin_charge": [-0.25, -0.25, 0.02, -0.04, 0.04, -0.08, 0.20, 0.21, 0.15, 0.07, 0.08, 0.06, 0.10, 0.07, 0.07, 0.14, 0.15, 0.15, 0.11]}



[4]
{"formula": "C4H11N4", "method": "ωB97M-V with the def2-TZVPD basis set", "total_energy_ev": -10277.612, "charge": 1, "orbital_gap_ev": 8.81, "molar_mass_g_mol": 115.16, "homo_ev": -12.96, "de_lowest_kj_mol": 345.2, "elements": ["C", "C", "C", "C", "N", "N", "N", "N", "H", "H", "H", "H", "H", "H", "H", "H", "H", "H", "H"], "coordinates": [[1.274618, 2.023333, -0.070770], [0.863732, -0.420042, -0.081770], [0.135436, 1.272595, -0.202644], [3.241873, -0.881641, 0.149542], [2.364044, 1.284077, -0.020833], [2.171589, 0.048131, -0.056245], [-1.116857, 1.477029, -0.248090], [-3.197755, -0.326896, 0.284166], [1.396130, 3.139455, 0.014327], [0.543098, -0.992232, 0.723059], [0.370884, -0.748984, -0.974508], [2.608810, -1.677696, 0.406713], [3.747997, -0.993976, -0.765819], [3.927703, -0.553854, 0.900149], [-1.838094, 0.658274, 0.052971], [-1.635868, 2.388854, -0.073674], [-3.035239, -1.147607, -0.245456], [-3.775936, 0.320374, -0.067572], [-3.418737, -0.561329, 1.204566]], "atomic_forces_ev_per_a": [[0.513, 2.384, -0.350], [-3.389, 5.324, -1.816], [1.699, -3.544, 1.871], [-0.509, 0.710, -0.061], [0.875, 1.593, 0.157], [0.766, -0.449, -0.172], [-4.228, 0.005, 1.172], [3.775, -1.369, 0.964], [-0.323, -1.486, -0.205], [-0.441, -0.784, 1.767], [0.746, -0.787, -1.016], [0.630, -2.240, 0.604], [0.729, -0.657, -1.103], [0.189, 0.100, 0.654], [1.113, 0.934, -0.730], [1.717, -1.074, -0.732], [-0.369, -0.582, -0.781], [-2.963, 2.294, -1.845], [-0.530, -0.373, 1.622]], "lowdin_charge": [-0.09, 0.04, -0.17, 0.04, 0.14, -0.24, 0.14, 0.10, 0.15, 0.11, 0.12, 0.08, 0.10, 0.11, 0.10, 0.17, 0.06, 0.01, 0.05]}